C42H81BO38S2 | ωB97M-V/def2-TZVPD

```
164
Properties=species:S:1:pos:R:3:forces:R:3
S 1.272590 -0.527218 1.917894 0.209 0.600 -0.084
S 1.004754 -2.263557 5.917162 0.232 -0.927 0.430
O 2.154137 -1.697173 6.540319 -0.228 0.542 -0.100
O -1.583564 -4.125826 -2.052436 -0.087 0.063 0.134
O 5.409951 -7.403756 5.168542 0.037 0.018 0.006
O -0.994804 2.274468 -6.360368 -0.002 0.006 0.018
O -4.573396 7.807807 5.537695 0.046 -0.012 -0.159
O -1.050344 0.735203 4.223787 -0.124 0.367 -0.363
O -3.492467 -1.005729 -13.336810 0.025 -0.022 0.025
O -0.009692 -2.765403 -9.461364 0.036 -0.005 -0.018
O 1.635057 -1.855149 -3.855274 0.003 0.063 0.043
O 7.407009 -6.733267 5.643770 0.001 -0.008 -0.001
O -5.317343 -1.145794 -14.659740 -0.002 -0.020 -0.002
O 1.922120 4.564890 -0.003952 -0.022 -0.045 0.023
O -2.705230 3.741775 -6.519468 -0.013 0.000 -0.003
O 5.976008 -5.269161 4.689092 0.019 0.000 -0.018
O 0.337659 4.982981 1.400507 -0.020 -0.109 0.010
O 2.046968 6.452814 1.232605 -0.026 -0.006 -0.028
O 0.280541 2.427326 3.211377 0.257 -0.766 0.161
O -1.255318 6.366975 7.373573 0.192 -0.052 0.160
O -2.393609 -3.852858 -4.143933 -0.032 -0.063 0.097
O -2.417484 -2.207773 -2.600743 -0.048 -0.020 0.067
O 3.556583 2.255143 6.344390 0.021 -0.017 -0.010
O -4.395641 -2.975072 -13.979717 -0.009 -0.005 -0.008
O 2.525070 -4.880233 3.030672 -0.300 0.220 -0.226
O 4.333365 4.370447 6.175114 0.023 0.003 -0.007
O 0.607392 -3.581225 6.300947 -0.175 0.048 -0.226
O 0.218691 4.657706 7.345911 -0.078 0.049 0.064
O -1.908160 4.450851 6.610133 0.010 0.084 0.194
O -4.893606 9.369251 4.070553 -0.023 0.030 0.013
O -1.927345 2.071818 2.394842 0.059 -0.593 0.137
O 0.020253 -3.869152 -7.610972 0.063 -0.069 0.008
O 0.738861 -5.872189 3.857110 0.158 -0.276 -0.039
O 2.778289 -3.699063 -3.228404 -0.015 0.007 -0.002
O -3.035336 1.700463 -7.141599 -0.016 0.011 -0.001
O 3.322387 -2.476489 -5.049033 -0.015 0.027 0.021
O -0.232221 -1.274028 6.135544 0.506 -0.157 -0.324
O 5.577662 2.665988 6.981527 0.010 -0.011 0.003
O -1.652713 -2.391216 -7.955353 0.035 0.003 0.006
O -3.473255 7.684385 3.568466 -0.034 0.134 -0.022
C -4.239242 8.236361 4.319816 0.016 -0.241 0.205
C -3.377068 -3.646081 -13.236672 0.116 -0.177 0.073
C -1.033495 -5.286247 1.846855 0.014 0.196 -0.160
C -4.621657 9.933338 2.785773 -0.040 0.126 -0.100
C 0.476646 -5.125710 1.631219 -0.583 0.530 -0.163
C 8.393905 -5.700276 5.660232 0.147 0.034 0.049
C -5.359187 0.283351 -14.698208 -0.082 0.135 -0.058
C 2.823564 -3.542747 2.640714 0.646 0.519 -0.225
C 2.600635 -2.766601 -3.971304 -0.010 -0.039 -0.081
C 4.397554 -3.384935 -5.304546 0.132 -0.045 -0.105
C -0.797689 -0.607312 3.854608 0.150 -0.806 0.616
C 3.163371 4.925356 -0.617313 0.130 -0.050 -0.113
C 2.670063 -2.554847 3.793057 -0.004 -0.615 0.237
C 0.783705 -2.055247 -2.726011 0.011 0.225 0.126
C -4.319991 -1.645474 -13.932976 -0.044 -0.001 -0.031
C -3.056702 -1.363634 -3.568841 -0.032 0.179 -0.047
C -2.132850 2.543165 -6.647788 -0.046 -0.016 -0.013
C 2.304593 2.702901 5.806048 -0.141 -0.023 -0.087
C -2.155117 -3.435351 -3.042397 -0.178 -0.072 0.118
C 6.649538 3.589654 7.171287 0.140 0.003 0.053
C -3.882946 6.603588 5.921613 -0.262 -0.118 -0.051
C 1.489638 5.438708 0.910562 0.018 0.026 0.005
C -1.253897 -5.479068 -2.377498 0.039 -0.208 -0.012
C 4.469763 3.210986 6.470682 -0.046 -0.046 0.008
C 1.241233 -5.308512 2.926718 -0.351 -0.243 0.314
C -0.251868 5.811200 2.414413 -0.176 0.026 0.186
C 0.737860 -0.800988 3.637409 0.040 -0.946 -0.327
C -1.841002 4.751482 -5.993773 0.005 0.155 0.037
C -0.612810 -1.795970 -10.320867 -0.062 0.126 -0.198
C -0.549087 -4.182845 -6.333003 0.146 -0.086 0.004
C -1.188260 -1.444559 5.084507 -0.795 0.692 0.102
C 6.235069 -6.362473 5.124465 -0.023 -0.046 0.015
C -1.641807 -1.150130 2.692267 -0.421 0.485 -0.588
C 4.104414 -7.130374 4.644274 -0.234 -0.070 -0.034
C -0.231827 7.201828 7.931207 0.038 0.167 0.050
C -0.873237 5.113021 7.133930 -0.034 -0.030 -0.042
C 1.211570 -2.212226 4.121995 -0.235 1.082 -0.346
C -2.552022 0.364441 -7.336842 -0.085 -0.138 -0.053
C -0.644502 -2.953196 -8.304973 0.013 -0.028 -0.032
C -1.620704 3.087295 6.286746 -0.045 -0.166 -0.267
C -3.144443 -1.157623 2.884458 -0.032 0.329 0.106
C -3.887250 -0.320180 3.612814 -0.077 -0.198 -0.117
B -0.897301 1.723964 3.265104 0.203 0.408 -0.578
H -0.625625 -0.815869 -9.848313 -0.075 -0.025 0.056
H -3.666385 -1.929777 2.323728 0.152 -0.603 0.705
H 5.102875 -3.386981 -4.475804 -0.049 -0.047 0.041
H 2.441649 3.104696 4.803894 0.034 0.045 0.020
H 6.951696 4.029508 6.222407 -0.057 0.058 0.008
H -1.344237 -4.848755 2.795167 0.047 -0.097 0.085
H -4.916436 9.246547 1.994498 0.070 -0.038 0.009
H 3.955262 4.986595 0.126631 -0.028 0.075 0.022
H 4.167616 -6.841076 3.598023 0.018 0.098 0.031
H -0.568359 -3.302534 -5.698098 -0.076 0.066 -0.059
H 9.283125 -6.138744 6.103677 -0.049 -0.077 0.008
H 3.869005 -3.535521 2.333940 0.019 -0.167 0.063
H -1.369102 -2.495327 4.854155 0.255 -0.076 0.032
H -5.495783 0.690144 -13.698145 0.078 -0.009 0.014
H -2.820520 6.778586 5.956462 0.059 0.049 -0.128
H -0.986478 4.905458 -6.649944 0.038 -0.062 0.036
H -0.683892 8.180167 8.065960 -0.080 -0.041 -0.036
H -3.439944 -3.389848 -12.180368 0.035 0.070 -0.016
H -4.232083 6.326487 6.911931 -0.102 0.207 0.001
H 3.260297 -1.669255 3.566726 -0.160 0.159 0.031
H 3.070748 5.874979 -1.140515 0.007 0.038 0.070
H 3.615025 -6.345574 5.215946 0.030 0.063 -0.063
H -1.175362 5.322541 2.710713 0.021 -0.080 -0.085
H 0.605886 -1.519569 1.311076 -0.040 -0.074 0.165
H 0.293632 -3.017393 -2.782088 0.092 -0.148 0.013
H -2.390427 -3.397518 -13.623947 -0.004 0.085 0.047
H -1.499324 4.483795 -4.995569 0.059 -0.044 -0.032
H 1.278472 -0.055718 4.222475 -0.090 0.183 -0.118
H 8.616650 -5.365193 4.648799 -0.062 0.049 0.003
H 0.102437 -4.935023 -5.894544 0.047 0.007 -0.074
H -1.623585 -2.094431 -10.592800 -0.038 0.056 0.085
H -2.149911 -6.036025 -2.644664 0.012 0.034 -0.084
H 6.362392 4.374485 7.868780 -0.032 0.043 -0.061
H 7.473244 3.016053 7.586556 -0.055 -0.072 -0.004
H 0.095447 6.814120 8.893433 0.051 -0.063 -0.042
H -4.448590 0.681880 -15.141220 0.037 -0.008 0.069
H 1.662445 1.826764 5.753447 0.099 -0.074 0.070
H 0.525962 -2.926632 3.662932 0.038 -0.301 0.325
H 4.017482 -4.390530 -5.473762 -0.009 -0.008 0.074
H 1.348499 -1.992232 -1.795568 0.068 -0.074 -0.038
H -1.567055 -4.748274 1.060066 -0.021 -0.155 -0.093
H -3.622450 0.707271 3.823091 0.550 -0.282 0.694
H 0.040465 -1.264930 -2.743768 0.054 0.061 -0.150
H -5.215410 10.840381 2.721811 -0.031 -0.020 0.087
H -3.553054 -4.710425 -13.360417 -0.112 0.031 -0.071
H 3.134055 -3.007928 4.671080 0.084 -0.028 -0.063
H 1.846386 3.448648 6.449765 0.094 0.003 -0.035
H -0.828788 3.055573 5.540425 0.104 -0.077 0.128
H -1.345986 -6.326880 1.833522 0.001 -0.027 0.118
H -1.385299 -0.677941 1.739134 0.098 0.098 0.097
H 0.526321 2.620433 2.297490 -0.185 0.686 0.130
H -3.565844 10.179892 2.689862 0.014 -0.077 -0.018
H -4.824708 -0.679503 4.025855 -0.454 0.341 -0.805
H -2.127463 -1.043520 5.451370 0.063 -0.002 0.170
H 0.623405 -4.134331 1.195900 0.303 -0.061 0.072
H -0.003390 -1.745743 -11.218169 0.097 -0.122 0.063
H -1.551002 -4.586785 -6.441497 -0.057 0.117 -0.004
H 4.889182 -3.024701 -6.202938 -0.067 0.068 -0.002
H -1.730717 0.349011 -8.046997 0.063 0.046 0.063
H -0.477480 6.799252 2.020381 0.080 0.012 -0.009
H 8.060014 -4.859368 6.265188 -0.041 0.029 -0.063
H -3.379689 -0.213600 -7.733324 -0.054 0.090 0.000
H -1.825957 1.719027 1.505599 -0.139 0.229 -0.047
H -2.531497 2.667291 5.868086 -0.055 0.124 0.018
H -2.229547 -0.066069 -6.392652 0.105 0.020 -0.021
H 0.411923 5.890349 3.273656 0.060 0.043 -0.053
H -2.432866 5.660758 -5.945386 -0.069 -0.050 -0.034
H -3.208655 -0.404741 -3.082369 0.044 -0.041 0.077
H -0.812337 -5.910066 -1.483845 -0.008 0.102 0.056
H 0.817796 -5.829965 0.871228 0.289 -0.063 0.140
H -0.531050 -5.517087 -3.191410 -0.050 0.029 -0.040
H -4.015856 -1.781232 -3.866812 0.040 -0.055 -0.048
H -1.362373 -2.202468 2.576699 0.114 0.005 -0.094
H 0.612741 7.278931 7.249732 0.031 -0.087 0.029
H -1.335725 2.516835 7.168308 0.118 0.076 0.010
H -2.418091 -1.236780 -4.440679 -0.025 -0.074 -0.031
H -4.108358 5.798127 5.225781 0.022 0.035 -0.069
H -6.211657 0.543568 -15.318335 -0.014 -0.092 -0.009
H 3.533032 -8.049646 4.733466 0.120 -0.060 0.074
H 3.389814 4.136661 -1.328850 -0.082 -0.038 0.027
H 2.252390 -3.220295 1.771817 -0.082 -0.152 0.010
```
Positions in Å, forces in eV/Å.

The LUMO energy is -0.00529 Eh. The spin multiplicity is 1. The HOMO energy is -9.7 eV. The SMILES is C=CC[C@@]1(OB(O)O)COS(=O)(=O)[C@H](CCOC(=O)CC)[C@H]1S.COC(=O)OC.COC(=O)OC.COC(=O)OC.COC(=O)OC.COC(=O)OC.COC(=O)OC.COC(=O)OC.COC(=O)OC.COC(=O)OC.COC(=O)OC. The value obtained for the frontier orbital gap is 9.553 eV. Its electronic energy is -5329.456005 Ha.